Entry 1:
C25H31F2 | ωB97M-V with the def2-TZVPD basis set

Computed properties:
Largest force on an atom (hartree/bohr): 0.049
Total energy (Eh): -1170.6460
E_HOMO (eV): -11.933
Charge: +1

```
58
Properties=species:S:1:pos:R:3:nbo_charge:R:1
C 2.396 -3.443 -3.179 -0.40
C 3.089 -3.656 -1.830 -0.40
C 2.851 -2.579 -0.760 -0.40
C 3.225 -1.142 -1.121 -0.42
C 2.682 -0.090 -0.133 -0.37
C 1.498 0.774 -0.662 -0.59
C 0.138 0.229 -0.443 0.76
C -0.397 0.156 0.968 -0.58
C -0.628 -0.290 -1.587 -0.61
C 0.168 -1.175 -2.593 -0.39
C 0.006 -2.665 -2.339 -0.41
C 0.862 -3.620 -3.206 -0.40
H 2.666 -2.463 -3.595 0.19
H 2.816 -4.189 -3.870 0.23
H 2.780 -4.620 -1.398 0.21
H 4.170 -3.733 -2.012 0.22
H 1.808 -2.619 -0.420 0.18
H 3.446 -2.857 0.124 0.22
H 4.324 -1.082 -1.112 0.23
H 2.969 -0.898 -2.162 0.20
H 2.408 -0.576 0.818 0.22
H 3.509 0.603 0.077 0.25
H 1.591 1.759 -0.162 0.29
H 1.600 0.963 -1.743 0.24
H -0.617 -0.910 1.180 0.29
H 0.475 0.375 1.609 0.25
H -1.500 -0.829 -1.192 0.24
H -1.062 0.547 -2.172 0.34
H -0.174 -0.941 -3.611 0.23
H 1.222 -0.882 -2.570 0.21
H 0.159 -2.904 -1.274 0.19
H -1.048 -2.917 -2.542 0.22
H 0.543 -3.534 -4.259 0.21
H 0.615 -4.648 -2.891 0.22
F -1.944 3.852 5.517 -0.32
C -1.624 2.639 4.948 0.41
C -1.166 1.621 5.775 -0.27
C -0.838 0.397 5.174 -0.17
C -0.951 0.228 3.795 -0.24
C -1.426 1.264 2.974 -0.01
C -1.590 0.951 1.473 -0.26
C -2.061 2.109 0.572 0.07
C -2.919 1.780 -0.486 -0.27
C -3.487 2.785 -1.268 -0.18
C -3.310 4.131 -0.949 -0.27
C -2.394 4.421 0.051 0.42
F -2.218 5.735 0.413 -0.32
C -1.694 3.443 0.764 -0.33
C -1.838 2.466 3.577 -0.28
H -1.089 1.765 6.851 0.25
H -0.507 -0.442 5.786 0.23
H -0.690 -0.738 3.350 0.20
H -2.466 0.274 1.468 0.24
H -3.167 0.728 -0.676 0.21
H -4.096 2.504 -2.119 0.23
H -3.843 4.925 -1.465 0.25
H -0.955 3.745 1.511 0.25
H -2.313 3.277 3.028 0.25
```

---

Entry 2:
CHCeO3 | ωB97M-V with the def2-TZVPD basis set

Computed properties:
2S+1: 2
Largest force on an atom (hartree/bohr): 0.152
Total energy (Eh): -738.7666
E_HOMO (alpha / beta) (eV): -19.179 / -19.204
Expectation value of S²: 0.75
Charge: +2

```
6
Properties=species:S:1:pos:R:3:lowdin_spin:R:1
H -1.395 -1.736 0.200 0.00
O -2.435 -0.265 0.001 -0.01
O -0.562 1.017 0.146 -0.02
O -0.521 -1.135 -0.101 -0.01
C -1.263 0.034 -0.254 0.00
Ce 1.672 0.109 0.119 1.03
```

---

Entry 3:
C22H18N4O8P | ωB97M-V with the def2-TZVPD basis set

Computed properties:
Largest force on an atom (hartree/bohr): 0.062
Total energy (Eh): -2011.2515
E_HOMO (eV): -4.167
Charge: -1

```
53
Properties=species:S:1:pos:R:3:nbo_charge:R:1
C -2.159 -0.974 -4.488 -0.62
C -1.345 0.125 -3.863 -0.07
O -0.806 -0.313 -2.609 -0.55
C -0.175 0.739 -1.996 0.75
C 0.262 0.428 -0.662 -1.04
P 1.205 1.566 0.258 1.93
C 0.478 3.216 0.036 -0.40
C -0.859 3.416 -0.310 -0.17
C -1.349 4.714 -0.502 -0.22
C -0.507 5.816 -0.334 -0.22
C 0.835 5.617 0.004 -0.25
C 1.323 4.322 0.190 -0.12
C 0.808 1.133 1.991 -0.39
C -0.495 1.140 2.494 -0.22
C -0.735 0.754 3.818 -0.17
C 0.329 0.380 4.643 -0.25
C 1.632 0.381 4.141 -0.23
C 1.870 0.757 2.821 -0.19
O 2.682 1.614 0.024 -1.13
O -0.067 1.824 -2.580 -0.72
H -2.665 -0.543 -5.352 0.20
H -1.519 -1.787 -4.841 0.20
H -2.915 -1.363 -3.800 0.21
H -0.524 0.411 -4.536 0.18
H -1.991 1.001 -3.712 0.18
H 0.302 -0.618 -0.402 0.21
H -1.531 2.572 -0.445 0.23
H -2.391 4.845 -0.794 0.20
H -0.893 6.826 -0.468 0.20
H 1.512 6.463 0.118 0.20
H 2.371 4.161 0.438 0.22
H -1.327 1.431 1.853 0.23
H -1.760 0.743 4.190 0.20
H 0.145 0.087 5.677 0.20
H 2.478 0.086 4.762 0.21
H 2.883 0.777 2.420 0.25
O 2.112 -6.228 -1.432 -0.34
N 0.952 -5.794 -1.320 0.50
O -0.035 -6.349 -1.855 -0.39
C 0.664 -4.605 -0.537 0.00
C -0.653 -4.178 -0.382 -0.11
C -0.947 -3.057 0.432 0.01
N -2.303 -2.566 0.515 0.50
O -3.214 -3.186 -0.071 -0.38
O -2.514 -1.531 1.189 -0.35
C 0.066 -2.359 1.123 -0.06
C 1.414 -2.746 0.959 0.01
N 2.572 -2.161 1.401 0.01
O 3.579 -2.953 0.785 -0.11
N 3.069 -3.986 0.015 -0.03
C 1.725 -3.856 0.123 0.12
H -1.464 -4.701 -0.880 0.29
H -0.127 -1.494 1.751 0.29
```

---

Entry 4:
C3H8NO3 | ωB97M-V with the def2-TZVPD basis set

Computed properties:
2S+1: 2
Largest force on an atom (hartree/bohr): 0.029
Total energy (Eh): -399.5161
E_HOMO (alpha / beta) (eV): -10.217 / -10.194
Expectation value of S²: 0.75
Charge: 0

```
15
Properties=species:S:1:pos:R:3:nbo_charge:R:1
O 0.184 2.323 -0.457 -0.62
C 0.616 1.193 -0.603 0.68
N -0.243 0.139 -0.545 -0.64
C -1.654 0.191 -0.249 0.02
O -2.143 -0.922 0.272 -0.31
C 2.082 0.898 -0.544 -0.72
H 0.077 -0.814 -0.607 0.40
H -2.200 0.463 -1.171 0.24
H -1.853 1.066 0.407 0.27
H 2.299 0.583 0.483 0.25
H 2.436 0.054 -1.128 0.23
H 2.622 1.840 -0.585 0.25
H -0.956 -2.972 1.973 0.47
H -0.902 -1.781 1.046 0.47
O -0.366 -2.260 1.708 -0.96
```

---

Entry 5:
C5H13N2 | ωB97M-V with the def2-TZVPD basis set

Computed properties:
2S+1: 2
Largest force on an atom (hartree/bohr): 0.136
Total energy (Eh): -307.6302
E_HOMO (alpha / beta) (eV): -3.644 / -8.992
Expectation value of S²: 0.75
Charge: 0

```
20
Properties=species:S:1:pos:R:3:nbo_charge:R:1
C 1.376 -1.362 0.667 -0.65
C 1.064 -0.292 -0.547 -0.03
C 0.205 0.870 0.047 -0.48
C -1.245 0.547 0.350 0.09
C -1.885 0.328 1.543 -0.44
N -2.112 0.454 -0.891 -1.06
N 2.155 0.202 -1.109 -0.86
H 1.975 -0.747 1.427 0.19
H 0.469 -1.740 1.176 0.22
H 2.042 -2.189 0.287 0.21
H 0.396 -0.706 -1.389 0.18
H 0.291 1.748 -0.674 0.24
H 0.785 1.207 0.929 0.22
H -2.930 0.011 1.638 0.23
H -1.200 0.427 2.408 0.21
H -2.983 1.002 -0.792 0.28
H -1.483 0.376 -1.740 0.31
H -2.480 -0.517 -0.967 0.40
H 2.723 -0.240 -1.874 0.39
H 2.838 0.624 -0.489 0.36
```

---

Entry 6:
C23H15Cl2CuN3O7S5 | ωB97M-V with the def2-TZVPD basis set

Computed properties:
2S+1: 2
Largest force on an atom (hartree/bohr): 0.002
Total energy (Eh): -6128.1150
E_HOMO (alpha / beta) (eV): -1.885 / -2.279
Expectation value of S²: 0.77
Charge: -2

```
56
Properties=species:S:1:pos:R:3:nbo_charge:R:1
Cu -0.449 0.901 2.031 0.91
O -2.719 4.115 -2.402 -0.61
C -2.966 3.779 -1.265 0.17
S -4.592 3.464 -0.664 0.29
C -4.189 3.035 1.006 -0.41
C -2.813 3.059 1.309 -0.45
S -2.089 2.659 2.767 -0.11
S -1.749 3.541 -0.020 0.34
S -5.465 2.656 2.020 -0.19
O 3.537 1.644 1.201 -0.99
S 2.194 1.508 0.672 2.33
O 1.178 2.376 1.252 -1.00
N 1.559 0.076 0.658 -0.96
C 2.249 -1.049 0.286 0.19
C 3.619 -1.150 0.076 -0.31
C 4.224 -2.366 -0.287 -0.18
C 3.506 -3.518 -0.436 -0.28
C 2.106 -3.474 -0.231 -0.10
C 1.287 -4.621 -0.342 -0.15
C -0.057 -4.521 -0.134 -0.27
C -0.593 -3.252 0.169 0.05
N 0.130 -2.171 0.270 -0.40
C 1.469 -2.255 0.103 0.20
C 2.326 1.965 -1.052 -0.32
C 3.568 2.064 -1.659 -0.19
C 3.647 2.363 -3.015 -0.23
C 2.491 2.567 -3.752 -0.24
C 1.247 2.475 -3.137 -0.16
C 1.166 2.167 -1.789 -0.21
H 4.239 -0.282 0.241 0.23
H 5.300 -2.380 -0.432 0.19
H 3.980 -4.457 -0.698 0.19
H 1.749 -5.572 -0.587 0.19
H -0.708 -5.383 -0.200 0.20
H -1.663 -3.135 0.327 0.18
H 4.456 1.916 -1.061 0.23
H 4.617 2.437 -3.493 0.20
H 2.555 2.803 -4.808 0.20
H 0.338 2.648 -3.699 0.21
H 0.206 2.104 -1.294 0.24
Cl -2.770 -0.234 -2.921 -0.02
C -2.954 -0.253 -1.190 -0.09
C -4.193 -0.482 -0.617 -0.20
C -4.273 -0.493 0.763 -0.24
C -3.132 -0.240 1.511 0.06
N -1.951 -0.002 0.939 -0.52
C -1.852 -0.030 -0.388 0.03
H -5.065 -0.633 -1.240 0.22
H -5.217 -0.651 1.264 0.23
H -3.156 -0.205 2.593 0.25
H -0.863 0.116 -0.804 0.24
O -0.109 -1.537 5.686 -0.86
Cl -0.700 -1.140 4.435 2.55
O -2.057 -0.695 4.646 -0.87
O -0.684 -2.231 3.497 -0.85
O 0.087 -0.026 3.895 -0.92
```

---

Entry 7:
C8H14ClN3O | ωB97M-V with the def2-TZVPD basis set

Computed properties:
Largest force on an atom (hartree/bohr): 0.101
Total energy (Eh): -1012.8736
E_HOMO (eV): -10.104
Charge: 0

```
27
Properties=species:S:1:pos:R:3:nbo_charge:R:1
C -1.466 0.150 -1.448 -0.63
C -1.230 0.284 0.019 -0.07
C -2.409 1.145 0.606 -0.58
C -1.094 -1.060 0.661 -0.62
C -0.006 1.199 0.284 0.11
O 0.223 1.217 1.676 -0.73
C 1.254 0.901 -0.575 -0.07
Cl 2.270 2.331 -0.315 -0.02
N 1.865 -0.331 -0.262 -0.23
C 2.461 -1.242 -1.083 0.20
N 2.927 -2.269 -0.434 -0.46
C 2.756 -1.914 0.841 0.14
N 2.112 -0.765 0.988 -0.30
H -0.716 -0.264 -2.130 0.21
H -1.611 1.195 -1.817 0.20
H -2.539 -0.228 -1.567 0.23
H -2.571 0.909 1.591 0.22
H -2.277 2.183 0.279 0.21
H -3.319 0.700 0.105 0.19
H -0.544 -0.812 1.550 0.21
H -0.481 -1.709 0.075 0.21
H -2.032 -1.542 0.792 0.22
H -0.219 2.158 0.075 0.19
H 0.625 0.491 2.072 0.49
H 0.735 0.976 -1.588 0.25
H 2.307 -1.311 -2.167 0.21
H 2.980 -2.392 1.768 0.21
```